[1]
Density functional theory data (ωB97M-V with the def2-TZVPD basis set) for a gas-phase ion, C5H13NS (charge +1) in a non-equilibrium geometry.

Positions of all 20 atoms, in Å:
S: 1.25986 0.95378 2.84651
N: -0.22840 -0.27534 -0.77355
C: 1.02226 1.61236 0.19279
C: -0.28187 0.95971 0.15055
C: -1.53099 -1.01062 -0.68808
C: -1.52587 -2.31787 -1.56319
C: 1.99148 0.93031 1.12110
H: 1.12017 2.28832 3.09953
H: -1.27441 -3.25031 -1.10236
H: -2.47890 -2.57940 -2.02816
H: -0.76348 -2.33239 -2.35958
H: 3.14532 1.36531 1.08591
H: 0.95245 2.71471 0.26421
H: 0.55440 -1.01206 -0.78469
H: -1.77306 -1.27750 0.31290
H: -1.03033 1.49496 -0.32608
H: -0.50655 0.77323 1.22070
H: -2.39751 -0.43441 -0.91840
H: 2.20179 -0.10846 1.06944
H: 1.54365 1.50565 -0.81956

Calculated values
electronic energy	-17711.0663	eV
expectation value of S²	0.756
M	119.23	g mol⁻¹
charge	+1
energy relative to the best compared isomer or geometry (same formula, charge and spin)	39.9	kcal/mol
HOMO level (spin up / spin down)	-0.48811 / -0.47563	Eh
2S+1	2

=====

[2]
Density functional theory data (ωB97M-V with the def2-TZVPD basis set) for a molecular structure, C21H46BCl38GaIO.

Positions of all 109 atoms, in Å:
I: 3.60548 -0.82777 -1.85854
Ga: 2.40712 0.91970 -0.24739
Cl: -10.42356 -4.49204 -6.07564
Cl: -8.47563 7.67678 -0.68385
Cl: 5.99957 -3.63997 -6.70317
Cl: 1.97435 -9.11477 -1.79897
Cl: -0.98917 -2.55774 4.27528
Cl: -2.81315 3.92747 -4.44489
Cl: 3.01603 -6.99580 -3.54882
Cl: -3.49669 -7.02651 3.24820
Cl: -0.46381 6.98258 -1.38265
Cl: 6.20521 3.80853 0.82788
Cl: -0.80858 -0.66502 -3.68844
Cl: -10.77463 -2.99766 -3.57516
Cl: -3.41917 0.44797 -2.91501
Cl: 10.01293 4.22801 0.52584
Cl: -9.79230 2.20706 3.61499
Cl: 0.35601 -5.56683 1.51642
Cl: -4.09763 5.53413 -2.35937
Cl: 5.52779 -0.31334 3.17775
Cl: -1.70054 -6.24072 5.43508
Cl: 2.08604 -4.40552 -0.54598
Cl: -0.11362 -3.65759 -5.52826
Cl: 1.27527 -2.59221 -3.09831
Cl: -7.27242 -3.22407 -1.31018
Cl: -11.02429 -0.37080 4.27102
Cl: 11.26301 3.75754 3.14740
Cl: -8.62369 -1.93178 0.96011
Cl: 7.76624 7.16164 1.62071
Cl: -2.70521 8.87445 -1.56351
Cl: 6.99649 2.19443 5.41701
Cl: 0.20126 -1.61422 6.79789
Cl: -7.14201 -0.40100 -5.25939
Cl: 8.98524 0.10553 5.99246
Cl: -6.20534 -3.09607 -4.57006
Cl: 6.44986 1.99197 -1.48840
Cl: 6.51142 7.31557 -1.02432
Cl: 4.28793 -2.15047 5.07801
Cl: -6.84914 9.05501 -2.70758
Cl: 4.91214 -2.69735 -4.11141
O: 2.07517 -1.55898 1.65582
C: -2.25006 -5.89283 3.78609
C: -2.18530 0.29211 -4.20191
C: -9.93195 -3.07998 -5.13487
C: -10.56290 0.74877 2.98148
C: 6.15865 -3.63777 -4.92748
C: -8.74133 -3.13285 -0.33606
C: -4.25882 4.15686 -3.45958
C: 9.75900 4.08689 2.26746
C: 6.24637 7.28516 0.72193
C: 6.93923 3.51959 -0.76873
C: 1.71441 -7.49206 -2.46283
C: 1.77253 -0.12132 4.17028
C: -6.84301 8.01778 -1.27584
C: 1.52263 0.60535 2.83805
C: 2.02772 -5.27845 0.97691
C: 0.51601 -3.98409 -3.89502
C: -0.26623 -3.01434 5.82744
C: -6.22711 -1.38642 -4.10072
C: 5.79746 -1.39425 4.54519
C: -1.32808 8.13061 -2.39936
C: 8.28254 1.65077 6.49530
B: 1.99181 -0.16552 1.54462
H: 6.49273 -2.16808 4.24537
H: 6.64688 4.32783 -1.42711
H: -6.69983 -1.29672 -3.13328
H: -6.36875 7.08085 -1.53772
H: -9.56142 -2.85652 -0.98535
H: -5.09772 4.34062 -4.11852
H: -6.29347 8.52271 -0.49203
H: 2.75484 0.12528 4.56536
H: -8.86762 -3.14123 -4.95168
H: 6.19702 -0.81783 5.37027
H: 1.27515 -4.75091 -3.99014
H: -11.45474 1.03824 2.44076
H: 2.50860 -6.24215 0.85776
H: 1.68406 -1.19300 4.00554
H: 2.53583 -4.68305 1.72676
H: -8.91571 -4.10187 0.11344
H: 0.44061 0.73565 2.70593
H: 1.95790 1.60695 2.84351
H: 3.34328 2.17295 0.00647
H: -5.20790 -1.02438 -4.06763
H: -4.41397 3.26089 -2.87141
H: -1.85647 1.28973 -4.45891
H: -0.31125 -4.32980 -3.28513
H: 0.61844 -3.60752 5.63193
H: -2.65253 -0.19204 -5.05159
H: 1.01826 1.36705 -0.92420
H: 7.86813 1.52964 7.48808
H: 1.34299 -1.95250 1.18251
H: 1.04229 0.20001 4.91324
H: 9.07269 3.27080 2.44088
H: -9.86607 0.24854 2.32265
H: 9.06888 2.39484 6.49033
H: 1.66789 -6.78813 -1.64220
H: -1.39836 -5.97407 3.12677
H: -10.17876 -2.18883 -5.69669
H: 9.34600 5.02015 2.62602
H: -1.70940 7.60501 -3.26623
H: -0.99896 -3.58560 6.38012
H: 5.64492 6.41679 0.95959
H: 0.78626 -7.49671 -3.02056
H: 8.01055 3.51606 -0.60461
H: 5.75288 8.20325 1.01273
H: 6.09980 -4.66595 -4.59219
H: -2.65703 -4.89104 3.76920
H: 7.12268 -3.21003 -4.68300
H: -0.64715 8.92003 -2.68997

Calculated values
electronic energy	-561578.9501	eV
M	1869.25	g mol⁻¹
charge	-1
HOMO level	-0.15618	Eh

=====

[3]
Density functional theory data (ωB97M-V with the def2-TZVPD basis set) for 2 unconnected molecules or ions with the total composition C4H12O2S2 in a non-equilibrium geometry.

Positions of all 20 atoms, in Å:
S: -0.78174 -0.19943 2.34830
S: -2.32018 -0.37619 1.09193
O: 1.52272 -1.89749 -2.74612
O: 1.04521 2.72583 -0.97507
C: 0.61921 1.38364 -0.84419
C: -2.50893 -2.12633 0.67758
C: 1.23500 0.69098 0.38039
C: 0.32480 0.98849 1.58678
H: 2.19022 1.24545 0.53861
H: 1.44949 3.20883 -0.31661
H: -3.05442 -2.51721 1.65075
H: -0.28567 1.99825 1.31806
H: -3.00359 -2.30637 -0.31583
H: 1.37819 -0.30984 0.33551
H: 0.64348 -2.43070 -2.77485
H: -1.50554 -2.63409 0.56948
H: -0.40412 1.38918 -0.89143
H: 1.07116 1.09653 -1.85890
H: 1.31392 -1.15687 -2.19496
H: 1.07080 1.22735 2.42059

Calculated values
electronic energy	-30106.0471	eV
M	156.27	g mol⁻¹
energy relative to the best compared isomer or geometry (same formula, charge and spin)	40.5	kcal/mol
HOMO level	-0.31369	Eh
structure (SMILES)	CSSCCCO.O

=====

[4]
Density functional theory data (ωB97M-V with the def2-TZVPD basis set) for C4H6O2 in the gas phase.

Positions of all 12 atoms, in Å:
O: 0.24666 -1.93790 -0.02901
O: 0.09396 1.33748 -0.77636
C: -0.39178 0.30517 -0.22415
C: 0.63506 -0.77186 0.10681
C: 1.88193 -0.15568 0.31822
C: -1.83975 0.14346 -0.03613
H: -2.41798 0.92331 -0.53224
H: 1.92304 0.75591 0.91728
H: 1.12884 1.07932 -0.73791
H: -2.08566 -0.85759 -0.40791
H: -2.05341 0.12573 1.03951
H: 2.76366 -0.78457 0.37562

Calculated values
electronic energy	-8337.5883	eV
M	86.09	g mol⁻¹
energy relative to the best compared isomer or geometry (same formula, charge and spin)	66.2	kcal/mol
HOMO level	-0.30057	Eh

=====

[5]
Density functional theory data (ωB97M-V with the def2-TZVPD basis set) for 2 unconnected molecules or ions with the total composition C9H11NO3 in a non-equilibrium geometry.

Positions of all 24 atoms, in Å:
O: 0.09237 -2.81282 0.45661
O: -1.01770 -1.12962 1.43370
O: 0.68408 -0.78974 -1.69515
N: 1.68432 -1.03126 3.15591
C: -0.43213 1.80026 -0.73860
C: -0.95140 0.46874 -0.22993
C: 3.07270 0.08909 0.11695
C: 1.83692 -0.68478 2.06885
C: -2.20619 0.06841 -1.01703
C: 0.08450 -0.67066 -0.50552
C: -0.24707 -1.69724 0.48360
C: -1.30457 0.23209 1.25783
C: 1.99089 -0.33122 0.75517
H: 1.07322 -1.61021 -1.85692
H: 0.40574 2.35425 -0.18519
H: -2.77739 0.85389 -1.27820
H: -2.85517 -0.71198 -0.53438
H: -1.98529 -0.28442 -2.02662
H: 3.14256 0.43980 -0.90969
H: -1.29527 2.55453 -0.88976
H: -0.04750 1.70214 -1.78115
H: 4.03039 0.09111 0.55750
H: -0.62571 0.69510 1.97005
H: -2.35229 0.40455 1.39198

Calculated values
electronic energy	-17139.9378	eV
M	181.19	g mol⁻¹
energy relative to the best compared isomer or geometry (same formula, charge and spin)	111.2	kcal/mol
HOMO level (spin up / spin down)	-0.33371 / -0.33367	Eh

=====

[6]
Density functional theory data (ωB97M-V with the def2-TZVPD basis set) for a molecular structure, C34H31BCrF4IO4P.

Positions of all 77 atoms, in Å:
I: -2.77590 1.28843 -2.16496
Cr: -1.19112 -0.87554 -0.13563
P: -0.14086 1.43743 0.13797
F: -4.41566 -0.49065 2.34275
F: -3.29385 -0.82506 0.33098
F: -2.87432 1.05497 1.58242
F: -2.15165 -1.00342 2.29405
O: -1.53795 -2.86726 0.02958
O: 4.79795 -3.45293 0.61249
O: 0.68203 -1.36875 -0.33808
O: -1.51535 -1.52660 -2.54152
C: -2.13394 5.17328 -0.26845
C: 0.27629 1.37174 1.92237
C: 2.70228 1.68571 -0.12774
C: 1.12587 0.36233 2.37596
C: -3.49239 -2.83785 -2.47059
C: -0.66013 3.22283 -0.07331
C: -0.76050 -3.80914 0.29281
C: 0.29071 4.06929 0.43791
C: -1.31605 -3.60655 -3.63341
C: 1.44308 1.15528 -2.09892
C: -0.38217 2.16805 2.85653
C: -1.41265 -5.15104 0.49208
C: 3.87852 1.63883 -0.86873
C: 2.71434 -2.36043 0.11207
C: -0.16777 1.98175 4.21364
C: -2.06974 -2.56353 -2.85699
C: -1.11825 5.97983 0.29905
C: -4.14136 3.76338 -1.54987
C: 0.09339 5.45115 0.60609
C: -2.95938 3.14335 -1.26629
C: 3.83788 1.35089 -2.22581
C: 0.70002 0.99175 4.65722
C: 2.61386 1.11349 -2.83981
C: -1.90562 3.78823 -0.53586
C: 1.30188 -2.43203 0.05233
C: -4.37476 5.10154 -1.17006
C: -3.37429 5.79275 -0.57249
C: 3.45126 -3.44576 0.52472
C: 2.82699 -4.66401 0.88981
C: 1.34447 0.18016 3.73546
C: 1.47627 1.44321 -0.73549
C: 0.66308 -3.65654 0.39691
C: 1.47129 -4.74746 0.81043
C: 5.48869 -2.25043 0.29410
B: -3.21843 -0.29729 1.71580
H: -3.62975 -3.88849 -2.21027
H: -1.35954 -5.43228 1.54650
H: -0.65008 -3.12486 -4.34612
H: 1.61560 -0.29366 1.66651
H: -0.92230 -5.93300 -0.08729
H: -3.80627 -2.19481 -1.65136
H: -0.69333 2.60533 4.92575
H: 1.23379 3.65699 0.77707
H: -4.90206 3.22724 -2.09995
H: 2.01070 -0.60593 4.06835
H: -2.46001 -5.07338 0.21388
H: 3.16460 -1.42378 -0.18741
H: -1.97054 -4.32147 -4.13046
H: 5.16037 -1.42920 0.93368
H: 0.49636 0.94001 -2.58285
H: -0.69424 -4.14817 -2.91376
H: 6.53947 -2.45695 0.46957
H: 0.88598 6.06228 1.01831
H: 2.57110 0.88236 -3.89664
H: 4.82610 1.83509 -0.38190
H: -1.08411 2.92366 2.53030
H: 0.86092 0.84621 5.71822
H: 3.43763 -5.49244 1.21893
H: -3.49644 6.83825 -0.31589
H: 0.99540 -5.68052 1.08400
H: -4.11430 -2.64176 -3.35072
H: 5.33560 -1.97925 -0.75208
H: -5.32278 5.57065 -1.39714
H: 4.75298 1.31596 -2.80338
H: -1.32937 7.03005 0.46425
H: 2.75247 1.90850 0.93043

Calculated values
electronic energy	-101317.1081	eV
expectation value of S²	6.012
M	800.30	g mol⁻¹
energy relative to the best compared isomer or geometry (same formula, charge and spin)	5.5	kcal/mol
HOMO level (spin up / spin down)	-0.29070 / -0.29987	Eh
2S+1	5

=====

[7]
Density functional theory data (ωB97M-V with the def2-TZVPD basis set) for 2 unconnected molecules or ions with the total composition C4H14N2O in a non-equilibrium geometry.

Positions of all 21 atoms, in Å:
O: 0.35262 0.33160 3.91528
N: 1.06755 0.62613 -3.48333
N: -1.45857 -1.55200 1.63504
C: -1.23981 -0.59832 0.45218
C: 0.12745 0.05021 0.10696
C: 1.31936 0.38201 -2.06283
C: -0.03440 0.68350 -1.24787
H: 2.19335 0.96026 -1.84317
H: 1.52673 -0.68119 -1.81364
H: -0.49305 0.50420 3.39339
H: -0.70447 -1.70400 2.18940
H: -0.19286 1.74942 -1.35174
H: 0.79573 -0.80096 0.22090
H: -1.82518 -1.21313 -0.47592
H: -2.06975 0.09710 0.59301
H: 0.23275 0.18497 -3.81218
H: 1.06265 1.58698 -3.65711
H: -0.94323 0.00117 -1.74339
H: 0.39921 0.67222 0.93266
H: -2.19078 -1.28275 2.24104
H: 1.08949 0.64960 3.25197

Calculated values
electronic energy	-9400.5218	eV
M	106.17	g mol⁻¹
energy relative to the best compared isomer or geometry (same formula, charge and spin)	71.1	kcal/mol
HOMO level	-0.32705	Eh
structure (SMILES)	NCCCCN.O

=====

[8]
Density functional theory data (ωB97M-V with the def2-TZVPD basis set) for C4H4F4 in the gas phase in a non-equilibrium geometry.

Positions of all 12 atoms, in Å:
F: 1.28043 -2.08462 -0.10127
F: -1.64834 -0.67142 0.90193
F: 2.47678 0.17590 -0.70334
F: 1.97096 1.08824 1.26356
C: 0.82264 -1.07105 0.70348
C: 1.46841 0.27033 0.27079
C: -0.62675 -0.64019 -0.01704
C: 0.08350 0.75346 -0.21135
H: 0.04225 0.96514 -1.26583
H: 0.94838 -1.29674 1.76872
H: -0.16365 1.53766 0.53590
H: -0.83271 -1.28903 -0.90826

Calculated values
electronic energy	-15081.2662	eV
M	128.07	g mol⁻¹
energy relative to the best compared isomer or geometry (same formula, charge and spin)	8.2	kcal/mol
HOMO level	-0.40572	Eh
structure (SMILES)	F[C@@H]1[C@@H](F)CC1(F)F